Entry 1:
{"formula": "C4H6INO", "method": "the ωB97M-V functional and the def2-TZVPD basis", "fmax_ev_per_a": 6.51, "e_tot_ev": -15879.1566, "e_homo_ev": [-7.922, -7.577], "molar_mass_g_mol": 211.00, "orbital_gap_ha": [0.2774, 0.2395], "species": ["C", "C", "C", "C", "N", "O", "I", "H", "H", "H", "H", "H", "H"], "xyz": [[1.741, -0.369, -0.174], [1.130, 1.841, -1.287], [-1.274, -0.070, 0.589], [-0.345, -1.313, 0.773], [0.968, -1.091, 0.422], [1.860, 2.731, -1.185], [-0.756, 2.060, -2.430], [2.743, -0.574, -0.345], [-0.926, 0.717, 1.071], [-1.551, -0.046, -0.492], [-2.308, -0.171, 1.122], [-0.708, -2.159, 0.134], [-0.574, -1.557, 1.803]]}

---

Entry 2:
{"formula": "C4H6InO3", "method": "the ωB97M-V functional and the def2-TZVPD basis", "fmax_ev_per_a": 3.32, "total_charge": 3, "e_tot_ev": -15521.7682, "e_homo_ev": -21.970, "molar_mass_g_mol": 216.91, "orbital_gap_ha": 0.0924, "species": ["In", "C", "C", "C", "O", "C", "O", "O", "H", "H", "H", "H", "H", "H"], "xyz": [[10.181, 13.946, -4.748], [17.246, 12.342, -3.105], [16.236, 13.500, -2.531], [16.147, 14.871, -3.050], [14.845, 15.057, -3.438], [14.123, 13.929, -3.174], [13.025, 13.696, -3.474], [15.005, 13.048, -2.519], [18.288, 12.484, -2.806], [17.110, 12.441, -4.209], [16.913, 11.382, -2.704], [16.693, 13.467, -1.440], [16.930, 15.146, -3.824], [16.320, 15.732, -2.300]]}

---

Entry 3:
{"formula": "C4H6LaLiO", "method": "the ωB97M-V functional and the def2-TZVPD basis", "fmax_ev_per_a": 3.96, "total_charge": 2, "e_tot_ev": -7339.0911, "e_homo_ev": -15.790, "molar_mass_g_mol": 215.94, "orbital_gap_ha": 0.2629, "species": ["C", "C", "H", "H", "H", "H", "Li", "O", "C", "C", "La", "H", "H"], "xyz": [[-0.522, -0.517, 0.524], [-1.272, 0.765, 0.317], [-0.009, -0.493, 1.500], [-1.015, -1.498, 0.370], [-1.771, 1.173, 1.211], [-1.891, 0.809, -0.600], [-2.978, -0.637, 0.637], [2.310, 1.048, -0.111], [2.029, -0.158, -0.603], [0.779, -0.675, -0.683], [0.772, 2.536, -0.370], [0.672, -1.601, -1.254], [2.896, -0.751, -0.937]]}

---

Entry 4:
{"formula": "C4H6LiO", "method": "the ωB97M-V functional and the def2-TZVPD basis", "fmax_ev_per_a": 2.94, "s2": 0.75, "e_tot_ev": -6494.7237, "spin_multiplicity": 2, "e_homo_ev": [-6.470, -6.818], "molar_mass_g_mol": 77.03, "orbital_gap_ha": [0.2021, 0.2148], "species": ["C", "C", "C", "O", "H", "H", "H", "Li", "C", "H", "H", "H"], "xyz": [[-0.990, 0.385, -0.138], [0.403, -0.090, -0.292], [1.495, 0.627, 0.102], [2.745, 0.258, 0.032], [-1.031, 1.306, 0.475], [0.564, -1.076, -0.746], [1.311, 1.647, 0.499], [3.912, -0.948, -0.345], [-2.006, -0.620, 0.288], [-1.682, -1.484, 0.876], [-3.052, -0.314, 0.397], [-1.668, 0.309, -1.149]]}

---

Entry 5:
{"formula": "C4H6LiO2Sn", "method": "the ωB97M-V functional and the def2-TZVPD basis", "fmax_ev_per_a": 4.51, "s2": 0.75, "e_tot_ev": -14374.9395, "spin_multiplicity": 2, "e_homo_ev": [-5.108, -7.899], "molar_mass_g_mol": 211.74, "orbital_gap_ha": [0.1556, 0.2566], "species": ["O", "Sn", "C", "C", "H", "H", "H", "H", "C", "C", "O", "Li", "H", "H"], "xyz": [[-1.460, 1.447, 0.167], [-0.035, 2.051, -0.879], [-1.600, 0.082, 0.378], [-0.287, -0.616, 0.743], [-2.312, -0.114, 1.206], [-0.009, -0.247, 1.746], [-0.442, -1.704, 0.841], [-2.029, -0.428, -0.512], [0.660, -0.190, -1.397], [1.054, -0.360, -0.078], [2.172, -0.381, 0.528], [3.156, 1.024, 1.262], [-0.325, -0.268, -1.867], [1.457, -0.296, -2.138]]}

---

Entry 6:
{"formula": "C4H6LiOSc", "method": "the ωB97M-V functional and the def2-TZVPD basis", "fmax_ev_per_a": 2.98, "e_tot_ev": -27191.1098, "e_homo_ev": [-7.539, -7.231], "molar_mass_g_mol": 121.99, "orbital_gap_ha": [0.2399, 0.2390], "species": ["C", "C", "H", "H", "O", "C", "C", "Li", "Sc", "H", "H", "H", "H"], "xyz": [[-2.253, -0.297, -1.495], [-2.949, -0.956, -0.690], [-3.834, -1.265, -0.153], [-1.090, 0.211, 0.838], [-0.245, 0.709, 0.470], [0.933, 0.051, 0.983], [1.900, -0.176, -0.155], [-1.017, 1.380, -1.146], [1.892, 1.906, -1.339], [0.584, -0.869, 1.488], [1.346, 0.662, 1.803], [1.844, -0.986, -0.905], [2.890, -0.368, 0.301]]}